(1)
Molecular formula: C31H58BrCl3GeMoN3O6S2Se2Si
Method: DFT, wB97M-V/def2-TZVPD

Element x y z (Å)
Mo 0.66426 -0.40075 1.06151
C -0.16208 -8.50852 -0.22607
C -0.41803 -7.03406 -0.34744
C 0.56533 -6.17150 -0.82006
C 0.32845 -4.81165 -0.92827
C -0.90572 -4.30698 -0.55511
C -1.90803 -5.14743 -0.08891
C -1.65688 -6.50405 0.01075
S -1.18675 -2.56994 -0.62580
O -0.42369 -2.00967 -1.70802
O -2.60731 -2.35287 -0.58011
N -0.49150 -2.04807 0.78596
C -1.20090 -2.59693 1.94536
C -0.87560 -1.76821 3.16480
O -1.28751 -2.01624 4.27064
O -0.11194 -0.73279 2.88648
H 0.87488 -8.74964 -0.45311
H -0.79971 -9.07025 -0.91101
H -0.37873 -8.85914 0.78365
H 1.53845 -6.56325 -1.08992
H 1.10027 -4.14521 -1.28024
H -2.86926 -4.73506 0.18692
H -2.43256 -7.16497 0.37840
H -0.90613 -3.63017 2.13246
H -2.28273 -2.56287 1.79060
O 3.60038 3.07743 4.38478
C 3.70974 1.69191 4.11050
C 2.46086 0.88420 4.48420
C 2.36104 0.84688 6.02622
O 1.40013 -0.06014 6.52702
C 2.63298 -0.57054 4.03001
Se 2.92517 -0.86411 2.11259
C 1.18206 1.54624 3.96088
Se 1.11119 1.90856 2.03467
H 2.99748 3.45678 3.73617
H 4.55613 1.33287 4.70178
H 3.95449 1.53272 3.05536
H 2.18297 1.86468 6.39067
H 3.31585 0.51065 6.43724
H 0.52811 0.15156 6.17650
H 1.77954 -1.17245 4.32766
H 3.53069 -0.98998 4.49050
H 1.05614 2.51504 4.44507
H 0.31526 0.92890 4.18268
C -0.22623 3.85907 -0.92841
C -1.30023 3.54717 -1.97988
C -0.57346 2.89414 -3.16653
C -1.89866 4.87295 -2.48457
Si -2.69820 2.42733 -1.29863
Br -1.74242 0.88416 0.13675
C -3.53205 1.33804 -2.62840
C -2.55718 0.32635 -3.25291
C -4.69527 0.53709 -2.02492
C -4.09219 2.22134 -3.75694
C -3.89733 3.30553 -0.07961
C -3.11368 4.23255 0.86486
C -4.93150 4.14198 -0.85306
C -4.68337 2.34116 0.82401
H 0.50285 4.54518 -1.37249
H 0.30785 2.95891 -0.63444
H -0.61288 4.32505 -0.02459
H 0.27628 3.52946 -3.43692
H -1.20769 2.80815 -4.05011
H -0.18126 1.90784 -2.92316
H -1.10729 5.44265 -2.98184
H -2.28544 5.49477 -1.67851
H -2.69817 4.72611 -3.21386
H -2.02744 -0.26676 -2.51096
H -1.82270 0.79742 -3.90559
H -3.13821 -0.36935 -3.86544
H -4.37666 -0.09822 -1.19681
H -5.10037 -0.11794 -2.80139
H -5.51009 1.18072 -1.69091
H -3.31007 2.77485 -4.27901
H -4.83834 2.93716 -3.40830
H -4.57907 1.57790 -4.49623
H -2.65520 5.07546 0.34998
H -2.33372 3.69699 1.41071
H -3.80798 4.64469 1.60277
H -4.48661 4.86565 -1.53698
H -5.53737 4.70242 -0.13441
H -5.61449 3.51004 -1.42268
H -4.03382 1.70893 1.42822
H -5.36685 1.69696 0.27445
H -5.28398 2.94332 1.51207
Cl 4.75528 -5.31233 1.47594
Ge 3.59142 -3.47352 1.89161
Cl 3.25406 -3.01854 -0.28026
Cl 1.68997 -4.31110 2.58242
C 2.47377 -1.64020 -3.18628
N 3.43558 -0.71777 -2.59626
C 4.65581 -0.56489 -3.37300
C 3.16289 0.03628 -1.52871
S 1.50735 0.38509 -1.16079
N 4.18143 0.58442 -0.84978
C 5.43012 -0.12699 -0.60194
C 4.03328 1.82039 -0.09524
H 2.97699 -2.59346 -3.35766
H 2.12021 -1.24390 -4.14083
H 1.62630 -1.78737 -2.52668
H 4.37435 -0.45285 -4.42134
H 5.30390 -1.43879 -3.27969
H 5.19765 0.32187 -3.06008
H 5.35786 -1.14978 -0.95823
H 5.58404 -0.15420 0.47887
H 6.27968 0.37742 -1.06709
H 3.14563 2.35195 -0.42193
H 4.91753 2.43419 -0.27829
H 3.94864 1.61594 0.97191

Properties
Multiplicity ... 4
Orbital gap (spin up / spin down) ... 5.9 / 6.1 eV
E_LUMO (spin up / spin down) ... -1.54 / -2.07 eV
Energy relative to the best compared isomer or geometry (same formula, charge and spin) ... 0.878 eV
<S²> ... 3.791

(2)
Molecular formula: C31H58Cl10NP2
Method: DFT, wB97M-V/def2-TZVPD

Element x y z (Å)
C -1.03625 0.69337 -4.09939
C -0.04444 1.02723 -4.68318
C 1.19674 1.49474 -5.29227
P 2.27166 2.15609 -3.96583
C 2.21399 3.96070 -4.05249
C 3.02033 4.68618 -2.94912
C 2.78896 4.02962 -1.58743
C 3.10137 4.89563 -0.37234
C 3.19955 4.09221 0.95541
C 2.21615 2.91770 1.07884
C 1.95820 2.42814 2.50448
C 0.80888 1.39576 2.53590
C 1.27928 -0.04256 2.23954
C 0.46591 -1.10776 2.97896
C -1.04027 -1.11625 2.66843
C -1.33491 -1.70102 1.29031
N -2.65826 -1.39557 0.76739
C -3.36768 -0.23550 0.88083
C -4.55911 -0.38367 0.21095
C -4.57711 -1.70069 -0.31926
C -3.38829 -2.29072 0.03723
P 4.33795 1.40485 -3.92787
C 4.18917 -0.01893 -5.08500
C 4.41164 0.56728 -2.27620
H -1.95138 0.37568 -3.63720
H 1.00106 2.31846 -5.98187
H 1.66415 0.68309 -5.84860
H 1.64741 1.74456 -2.78372
H 2.48268 4.28165 -5.06084
H 1.15359 4.20524 -3.92042
H 4.07795 4.71139 -3.20917
H 2.64595 5.71079 -2.94375
H 1.73583 3.74682 -1.53735
H 3.39731 3.12057 -1.51815
H 2.31323 5.64262 -0.24748
H 4.03730 5.43754 -0.51596
H 4.21518 3.69784 1.04834
H 3.05082 4.79420 1.77655
H 1.24634 3.21729 0.66560
H 2.58089 2.08156 0.47507
H 1.74213 3.27145 3.16023
H 2.85361 1.92499 2.88085
H 0.27833 1.41718 3.49026
H 0.06858 1.68920 1.78199
H 1.31366 -0.25246 1.16647
H 2.31328 -0.10376 2.59098
H 0.86194 -2.10940 2.79037
H 0.59183 -0.92053 4.04892
H -1.52679 -1.73950 3.42306
H -1.44537 -0.10923 2.77467
H -0.58436 -1.33795 0.57929
H -1.22369 -2.78022 1.33543
H -3.00644 0.62088 1.42378
H -5.33092 0.36264 0.12418
H -5.37931 -2.14665 -0.88383
H -3.05386 -3.29689 -0.15654
H 3.91976 0.33765 -6.07929
H 5.16570 -0.49359 -5.16725
H 3.45547 -0.75691 -4.75807
H 4.60000 -0.49542 -2.43301
H 3.49177 0.66188 -1.70048
H 5.25065 0.99477 -1.73178
Cl -4.70556 -5.74402 1.53444
C -4.56903 -5.32878 3.26621
C -3.63016 -4.17687 3.50046
Cl -1.93317 -4.61331 3.14462
H -4.24697 -6.22370 3.79202
H -5.56869 -5.06273 3.60687
H -3.65692 -3.87502 4.54505
H -3.88827 -3.32176 2.87718
Cl 6.29841 1.80484 2.11319
C 6.56327 0.04143 2.18064
C 5.30570 -0.69269 2.56356
Cl 4.83262 -0.36297 4.24731
H 7.36284 -0.14434 2.89255
H 6.89118 -0.27440 1.19144
H 5.46301 -1.76699 2.47920
H 4.47408 -0.40603 1.92203
Cl -7.01310 -8.75692 3.72351
C -8.33334 -8.55914 2.54146
C -8.34540 -7.18281 1.92958
Cl -8.79219 -5.92402 3.11254
H -9.26802 -8.77537 3.05221
H -8.17631 -9.30234 1.76172
H -9.08429 -7.14430 1.13083
H -7.37319 -6.91902 1.52203
Cl 1.15067 2.31834 -8.59572
C 0.05081 3.41068 -9.48456
C 0.42629 4.85179 -9.25875
Cl 0.16173 5.33962 -7.56048
H -0.95910 3.20239 -9.14210
H 0.12811 3.15964 -10.54029
H -0.19265 5.49567 -9.88037
H 1.47200 5.03214 -9.49256
Cl -2.65746 -2.79250 6.78796
C -2.66893 -1.02962 7.06724
C -1.45967 -0.35226 6.47511
Cl 0.04991 -0.80132 7.30557
H -2.73320 -0.87016 8.14020
H -3.56941 -0.63718 6.59742
H -1.56891 0.72734 6.56713
H -1.34445 -0.60755 5.42437

Properties
Total charge ... +1
Orbital gap ... 7.1 eV
E_LUMO ... -2.69 eV

no.,M (g/mol)
1,1173.773
2,861.290